## P
Formula: C3H10N
Source: the OMol25 dataset
Level of theory: the ωB97M-V functional and the def2-TZVPD basis

LUMO: -4.20 eV
HOMO: -0.498 Ha

ORCA input file:
```
! wB97M-V def2-TZVPD RIJCOSX def2/J DEFGRID3
* xyz 1 1
N -0.294 0.539 -1.970
H 0.073 -0.057 -1.261
H -0.160 0.117 -2.854
H -1.306 0.562 -1.707
H 0.179 1.542 -1.774
C 1.075 0.215 1.510
C 0.240 -0.884 0.998
C -1.137 -0.622 0.522
H 1.755 0.799 0.736
H 0.525 0.929 2.063
H 1.874 -0.200 2.127
H 0.565 -1.864 0.733
H -1.705 -1.432 0.052
H -1.684 0.356 0.823
*
```

What are the Löwdin partial charges on each atom? They are as follows, in elementary charge units:
1. N 0.291
2. H 0.051
3. H 0.128
4. H 0.150
5. H 0.237
6. C -0.131
7. C -0.180
8. C -0.039
9. H 0.120
10. H 0.064
11. H 0.079
12. H 0.084
13. H 0.051
14. H 0.094

=====

## Q
Formula: C3H10N
Source: the OMol25 dataset
Level of theory: the ωB97M-V functional and the def2-TZVPD basis

LUMO: -4.12 eV
HOMO: -0.505 Ha

ORCA input file:
```
! wB97M-V def2-TZVPD RIJCOSX def2/J DEFGRID3
* xyz 1 1
N -1.075 -0.857 2.084
H -1.878 -0.593 1.510
H -0.236 -0.628 1.529
H -1.143 -1.865 2.261
H -1.023 -0.322 2.954
C 0.740 1.590 -1.385
C 0.548 0.324 -0.588
C 0.153 -0.857 -1.055
H 1.714 1.483 -1.854
H 0.796 2.477 -0.755
H -0.019 1.724 -2.157
H 1.335 0.240 0.173
H 0.561 -1.819 -0.773
H -0.473 -0.896 -1.945
*
```

What are the Löwdin partial charges on each atom? They are as follows, in elementary charge units:
1. N 0.324
2. H 0.157
3. H 0.101
4. H 0.165
5. H 0.162
6. C -0.090
7. C -0.271
8. C -0.024
9. H 0.091
10. H 0.073
11. H 0.083
12. H 0.094
13. H 0.064
14. H 0.071

=====

## R
Formula: C3H10N
Source: the OMol25 dataset
Level of theory: the ωB97M-V functional and the def2-TZVPD basis

LUMO: -3.64 eV
HOMO: -0.588 Ha
SMILES: CC[NH2+]C

ORCA input file:
```
! wB97M-V def2-TZVPD RIJCOSX def2/J DEFGRID3
* xyz 1 1
C -0.244 0.996 -1.872
C 0.394 -0.165 -0.633
N 0.106 0.185 0.728
C -0.054 -0.977 1.654
H 0.214 0.789 -2.817
H -1.340 0.835 -1.712
H 0.098 1.866 -1.447
H 1.457 -0.358 -0.807
H -0.227 -1.022 -0.856
H -0.739 0.788 0.650
H 0.677 0.940 1.189
H -1.049 -1.445 1.715
H 0.691 -1.891 1.581
H 0.015 -0.541 2.627
*
```

What are the Löwdin partial charges on each atom? They are as follows, in elementary charge units:
1. C 0.047
2. C -0.137
3. N -0.056
4. C -0.012
5. H 0.066
6. H 0.085
7. H 0.016
8. H 0.126
9. H 0.110
10. H 0.189
11. H 0.211
12. H 0.111
13. H 0.162
14. H 0.083

=====

## S
Formula: C3H10N
Source: the OMol25 dataset
Level of theory: the ωB97M-V functional and the def2-TZVPD basis

LUMO: -5.46 eV
HOMO: -0.602 Ha

ORCA input file:
```
! wB97M-V def2-TZVPD RIJCOSX def2/J DEFGRID3
* xyz 1 1
C -1.003 -0.428 0.945
C 0.221 1.308 0.297
C 0.850 -0.939 -0.558
N 0.035 -0.057 0.250
H -1.425 0.141 1.799
H -0.293 0.630 -2.631
H -1.404 -1.468 0.992
H 1.208 1.740 0.466
H 0.236 1.479 -0.838
H -0.715 1.892 0.618
H 1.330 -0.598 -1.465
H 1.661 -1.492 -0.084
H 0.136 -1.590 -0.998
H -0.627 0.997 -2.036
*
```

What are the Löwdin partial charges on each atom? They are as follows, in elementary charge units:
1. C 0.194
2. C -0.076
3. C -0.008
4. N -0.221
5. H 0.141
6. H 0.106
7. H 0.142
8. H 0.128
9. H 0.055
10. H 0.154
11. H 0.097
12. H 0.126
13. H 0.099
14. H 0.063

=====

Which of them is the most stable, and which is the least stable? Q and S, in that order.

=====

## P
Formula: C3H15NO4
Source: the OMol25 dataset
Level of theory: the ωB97M-V functional and the def2-TZVPD basis

LUMO: 0.45 eV
HOMO: -0.293 Ha
SMILES: C/C=C/N.O.O.O.O

ORCA input file:
```
! wB97M-V def2-TZVPD RIJCOSX def2/J DEFGRID3
* xyz 0 1
C -1.447 -0.571 1.743
C -1.835 0.701 1.207
C -0.899 1.364 0.450
N -1.068 2.615 -0.212
H -2.177 -0.842 2.592
H -1.551 -1.325 0.948
H -0.424 -0.703 2.128
H -2.770 1.336 1.433
H 0.007 0.856 0.316
H -0.213 3.386 -0.146
H -1.875 3.164 0.396
O 1.282 0.885 -2.532
H 0.746 0.594 -1.712
H 1.302 1.915 -2.431
O 1.684 -0.426 1.920
H 1.929 -1.262 1.487
H 1.643 -0.633 2.835
O -1.209 -2.034 -3.084
H -1.621 -1.454 -2.503
H -0.448 -1.510 -3.555
O 2.788 -1.912 -0.131
H 2.551 -2.558 -0.859
H 3.605 -1.587 -0.289
*
```

What are the Löwdin partial charges on each atom? They are as follows, in elementary charge units:
1. C -0.162
2. C -0.200
3. C -0.271
4. N -0.050
5. H 0.099
6. H 0.076
7. H 0.045
8. H 0.121
9. H 0.059
10. H 0.138
11. H 0.130
12. O -0.142
13. H 0.042
14. H 0.083
15. O -0.065
16. H 0.016
17. H 0.022
18. O -0.076
19. H -0.027
20. H 0.096
21. O -0.019
22. H 0.101
23. H -0.015

=====

## Q
Formula: C3H15NO4
Source: the OMol25 dataset
Level of theory: the ωB97M-V functional and the def2-TZVPD basis

LUMO: 0.60 eV
HOMO: -0.343 Ha
SMILES: C[C@H](N)CO.O.O.O

ORCA input file:
```
! wB97M-V def2-TZVPD RIJCOSX def2/J DEFGRID3
* xyz 0 1
C 0.767 2.576 0.978
C 0.754 1.552 -0.198
N -0.586 1.528 -0.988
C 0.916 0.083 0.402
O 1.113 -0.717 -0.672
H 0.150 3.458 0.842
H 0.466 2.050 1.940
H 1.756 2.876 1.119
H 1.560 1.646 -0.908
H -0.369 1.802 -1.933
H -1.260 2.127 -0.609
H 1.850 -0.095 0.952
H -0.146 -0.339 0.821
H 0.342 -1.294 -0.982
O -0.974 -2.178 -1.780
H -1.126 -1.215 -1.581
H -1.079 -2.193 -2.776
O 1.078 -2.864 1.366
H 0.955 -2.162 2.012
H 1.311 -2.718 0.477
O -2.702 -1.070 0.203
H -2.473 -0.868 1.183
H -2.303 -1.989 0.132
*
```

What are the Löwdin partial charges on each atom? They are as follows, in elementary charge units:
1. C -0.064
2. C -0.328
3. N 0.052
4. C -0.300
5. O -0.137
6. H 0.064
7. H 0.093
8. H 0.041
9. H 0.119
10. H 0.059
11. H 0.034
12. H 0.121
13. H 0.148
14. H 0.055
15. O -0.086
16. H 0.040
17. H 0.100
18. O -0.043
19. H 0.032
20. H -0.004
21. O -0.126
22. H 0.080
23. H 0.050

=====

Which of them is the most stable, and which is the least stable? Q and P, in that order.

=====

## P
Formula: C4H11NO3
Source: the OMol25 dataset
Level of theory: the ωB97M-V functional and the def2-TZVPD basis

LUMO: -4.06 eV
HOMO: -0.325 Ha

ORCA input file:
```
! wB97M-V def2-TZVPD RIJCOSX def2/J DEFGRID3
* xyz 0 1
C -1.102 0.014 0.060
C -0.301 1.366 0.168
C 0.319 1.761 -1.144
O 0.623 1.219 1.150
C -0.268 -1.129 0.650
N 0.943 -1.209 -0.038
O -0.065 -0.917 2.011
H -2.108 -0.047 0.481
H -0.896 -2.040 0.737
H -1.014 2.154 0.505
H 0.859 0.872 -1.467
H 1.127 2.494 -1.040
H -0.376 2.018 -1.941
H 0.445 -0.053 2.007
H 0.865 -1.136 -1.063
H 1.820 -1.195 0.448
H -1.288 -0.176 -1.029
H -0.542 -1.682 -2.956
O -0.281 -0.996 -2.329
*
```

What are the Löwdin partial charges on each atom? They are as follows, in elementary charge units:
1. C -0.026
2. C -0.444
3. C -0.041
4. O -0.024
5. C -0.455
6. N 0.246
7. O -0.014
8. H 0.129
9. H 0.200
10. H 0.188
11. H 0.058
12. H 0.091
13. H 0.095
14. H 0.064
15. H 0.057
16. H 0.134
17. H 0.097
18. H -0.038
19. O -0.317

=====

## Q
Formula: C4H11NO3
Source: the OMol25 dataset
Level of theory: the ωB97M-V functional and the def2-TZVPD basis

LUMO: 0.51 eV
HOMO: -0.344 Ha
SMILES: CN(C)CC(=O)O.O

ORCA input file:
```
! wB97M-V def2-TZVPD RIJCOSX def2/J DEFGRID3
* xyz 0 1
C 2.011 0.545 -0.230
N 0.655 0.078 0.123
C 0.657 -1.081 0.975
C -0.109 -0.044 -1.077
C -1.543 -0.376 -0.811
O -2.228 0.254 -0.069
O -2.037 -1.561 -1.393
H 2.660 0.050 -0.908
H 2.705 0.454 0.732
H 2.003 1.590 -0.532
H 1.268 -0.814 1.890
H -0.484 -1.276 1.069
H 1.149 -1.985 0.563
H 0.307 -0.792 -1.812
H -0.182 1.063 -1.496
H -3.035 -1.650 -1.159
O -1.136 2.161 1.720
H -1.809 2.136 1.004
H -0.853 1.248 1.410
*
```

What are the Löwdin partial charges on each atom? They are as follows, in elementary charge units:
1. C -0.094
2. N -0.300
3. C -0.092
4. C -0.153
5. C -0.501
6. O 0.103
7. O 0.045
8. H 0.058
9. H 0.124
10. H 0.081
11. H 0.105
12. H 0.116
13. H 0.088
14. H 0.144
15. H 0.185
16. H 0.165
17. O -0.112
18. H 0.021
19. H 0.016

=====

Which of them is the most stable, and which is the least stable? Q and P, in that order.

=====

## P
Formula: C4H11NO3
Source: the OMol25 dataset
Level of theory: the ωB97M-V functional and the def2-TZVPD basis

LUMO: 0.65 eV
HOMO: -0.354 Ha
SMILES: C[C@@H](O)NC(C)(O)O

ORCA input file:
```
! wB97M-V def2-TZVPD RIJCOSX def2/J DEFGRID3
* xyz 0 1
C -1.946 -0.219 0.434
C -0.737 -0.805 1.134
O -0.519 -2.143 0.830
N 0.659 0.065 1.009
C 0.909 0.316 -0.335
C 0.410 1.663 -0.827
O 0.639 -0.733 -1.224
O 2.514 0.479 -0.260
H -1.853 -0.320 -0.646
H -2.071 0.825 0.710
H -2.834 -0.770 0.745
H -0.864 -0.762 2.219
H -0.401 -2.218 -0.128
H 1.372 -0.527 1.421
H 0.493 2.395 -0.031
H -0.611 1.603 -1.192
H 1.058 1.986 -1.640
H 0.869 -0.449 -2.116
H 2.914 -0.387 -0.103
*
```

What are the Löwdin partial charges on each atom? They are as follows, in elementary charge units:
1. C -0.044
2. C -0.369
3. O -0.020
4. N 0.089
5. C -0.607
6. C 0.000
7. O 0.017
8. O -0.077
9. H 0.073
10. H 0.084
11. H 0.086
12. H 0.134
13. H 0.085
14. H 0.112
15. H 0.093
16. H 0.076
17. H 0.087
18. H 0.119
19. H 0.063

=====

## Q
Formula: C4H11NO3
Source: the OMol25 dataset
Level of theory: the ωB97M-V functional and the def2-TZVPD basis

LUMO: 0.58 eV
HOMO: -0.280 Ha

ORCA input file:
```
! wB97M-V def2-TZVPD RIJCOSX def2/J DEFGRID3
* xyz 0 1
C -0.916 -0.171 0.239
C 1.157 -0.675 0.325
C 1.082 0.147 -0.810
C -1.673 0.591 -0.831
N -0.984 0.505 1.486
O -1.443 -1.478 0.380
O 1.652 -0.238 1.502
O 2.880 -0.134 -1.201
H -1.386 -1.930 -0.472
H 1.483 0.715 1.589
H 3.423 0.418 -0.616
H 1.204 -1.751 0.230
H -0.731 -0.121 2.244
H -1.921 0.852 1.681
H 0.769 -0.297 -1.743
H 1.059 1.222 -0.695
H -2.743 0.623 -0.583
H -1.591 0.103 -1.805
H -1.319 1.619 -0.920
*
```

What are the Löwdin partial charges on each atom? They are as follows, in elementary charge units:
1. C -0.518
2. C -0.245
3. C -0.058
4. C -0.052
5. N 0.076
6. O -0.028
7. O 0.037
8. O -0.247
9. H 0.097
10. H 0.117
11. H -0.006
12. H 0.150
13. H 0.092
14. H 0.092
15. H 0.116
16. H 0.120
17. H 0.091
18. H 0.081
19. H 0.084

=====

## R
Formula: C4H11NO3
Source: the OMol25 dataset
Level of theory: the ωB97M-V functional and the def2-TZVPD basis

LUMO: 0.71 eV
HOMO: -0.324 Ha
SMILES: CN[C@H](C)C(=O)O.O

ORCA input file:
```
! wB97M-V def2-TZVPD RIJCOSX def2/J DEFGRID3
* xyz 0 1
C 1.326 -0.719 0.280
N -0.061 -0.479 0.770
C -0.985 0.403 -0.016
C -1.598 -0.316 -1.217
C -0.238 1.711 -0.310
O 0.914 2.023 -0.358
O -1.152 2.733 -0.165
H 2.058 -0.146 0.853
H 1.575 -0.363 -0.726
H 1.419 -1.799 0.280
H -0.480 -1.400 0.760
H -1.735 0.619 0.742
H -1.451 -1.393 -1.032
H -2.663 -0.248 -1.444
H -1.109 -0.222 -2.191
H -0.569 3.503 -0.224
O 1.313 -3.887 0.790
H 2.126 -3.777 1.322
H 0.552 -4.252 1.191
*
```

What are the Löwdin partial charges on each atom? They are as follows, in elementary charge units:
1. C -0.121
2. N -0.071
3. C -0.287
4. C -0.040
5. C -0.452
6. O 0.116
7. O 0.076
8. H 0.072
9. H 0.076
10. H 0.038
11. H 0.074
12. H 0.138
13. H 0.076
14. H 0.076
15. H 0.082
16. H 0.115
17. O -0.053
18. H 0.068
19. H 0.017

=====

## S
Formula: C4H11NO3
Source: the OMol25 dataset
Level of theory: the ωB97M-V functional and the def2-TZVPD basis

LUMO: 0.55 eV
HOMO: -0.355 Ha
SMILES: CN[C@H](C)C(=O)O.O

ORCA input file:
```
! wB97M-V def2-TZVPD RIJCOSX def2/J DEFGRID3
* xyz 0 1
C -1.271 -0.655 2.104
N -0.828 -0.579 0.699
C -0.176 0.751 0.434
C -1.155 1.780 -0.095
C 0.955 0.582 -0.609
O 1.885 1.349 -0.591
O 0.650 -0.246 -1.587
H -1.845 0.226 2.367
H -1.821 -1.560 2.295
H -0.410 -0.729 2.770
H -1.682 -0.526 0.135
H 0.239 1.085 1.366
H -1.586 1.459 -1.024
H -1.925 2.003 0.640
H -0.620 2.735 -0.202
H 0.541 -1.201 -1.229
O 0.394 -2.503 -0.719
H -0.208 -2.117 -0.036
H 1.263 -2.443 -0.304
*
```

What are the Löwdin partial charges on each atom? They are as follows, in elementary charge units:
1. C -0.099
2. N -0.108
3. C -0.296
4. C -0.036
5. C -0.530
6. O 0.109
7. O 0.077
8. H 0.076
9. H 0.075
10. H 0.086
11. H 0.121
12. H 0.134
13. H 0.085
14. H 0.077
15. H 0.101
16. H 0.010
17. O -0.013
18. H 0.045
19. H 0.086

=====

Which of them is the most stable, and which is the least stable? S and Q, in that order.